Entry 1:
71
Properties=species:S:1:pos:R:3:forces:R:3:mulliken_charge:R:1 method="wB97M-V/def2-TZVPD" spin_multiplicity=3 lumo_ev="-2.548 / -4.948" total_charge=+1 homo_lumo_gap_ev="7.981 / 5.596" homo_energy_ev="-10.5 / -10.5" energy_ev=-133690.133
H -5.141152 1.274518 1.302201 -0.02 -0.01 0.02 0.27
H -6.352320 4.341483 4.533333 -0.01 0.00 0.00 0.39
H -3.838316 1.586897 6.630730 0.00 0.00 0.00 0.39
H -0.072056 -3.111063 -0.287397 0.03 0.04 -0.06 0.29
S 1.813646 -1.508656 1.319180 -0.09 0.25 -0.17 -0.55
C -3.325002 0.408215 1.484214 0.15 -0.08 -0.09 0.41
C -4.333463 1.102377 2.010830 -0.16 0.00 0.02 -0.60
C -1.066377 -1.452670 -2.288797 -0.04 0.02 0.00 -0.94
C 3.836153 -2.482432 -3.391427 0.00 -0.01 0.04 -0.73
H -3.366546 0.407544 4.549696 0.00 -0.01 -0.01 0.43
N -2.299889 -0.779999 -1.806205 0.09 0.27 -0.34 -0.25
C 5.203666 1.390995 -0.354216 -0.04 0.01 0.01 -0.55
H 2.903775 0.057524 -5.434264 0.00 0.00 0.00 0.44
C -1.385662 -5.740690 -1.927204 0.03 0.01 0.04 -0.48
C 4.533428 0.744568 1.876059 0.04 0.00 -0.03 -0.37
H 7.597134 2.181585 1.900381 0.00 0.00 0.00 0.39
H -1.034143 -1.228508 -3.359266 0.07 0.02 -0.02 0.36
C -4.270805 1.946763 5.706836 -0.01 0.01 0.00 -0.72
C 2.915318 -0.667624 -2.141770 -0.14 0.14 0.08 0.38
H -0.131997 1.467559 -1.719326 -0.03 -0.05 0.00 0.30
Sb 2.452625 0.086789 -0.250594 0.81 0.00 0.37 1.58
H -3.181787 -1.004190 -2.249434 -0.02 -0.10 0.05 0.35
C -1.824967 -3.699975 -3.110978 -0.12 -0.04 0.04 0.94
C 3.064208 -0.496570 -4.519057 0.00 0.01 -0.01 -0.73
H 3.627787 -2.499089 -1.252958 0.00 0.00 0.00 0.41
H -1.473958 4.354966 1.143727 0.00 0.00 0.00 0.45
H -4.311602 -0.015663 -0.405198 0.01 0.05 -0.01 0.37
C -0.914702 2.958291 -0.379200 0.01 -0.05 -0.05 -0.70
C -3.349099 -0.065813 0.102759 -0.05 0.08 0.02 -0.48
C -1.162897 -2.961354 -2.132753 0.01 0.00 0.10 0.23
H -5.319185 3.565143 6.646644 0.00 0.00 0.00 0.39
C 3.629277 -1.765019 -4.560483 0.00 0.02 0.00 -0.49
Br -1.720350 0.038749 2.452410 -0.22 0.18 0.47 0.07
H 5.943967 1.168734 3.430747 0.01 0.00 0.00 0.41
C 0.318341 3.295275 1.661824 0.00 0.03 0.01 -0.75
O 0.009721 -0.868931 -1.669733 0.05 -0.15 0.21 0.43
C -4.555281 1.724368 3.320672 0.03 0.02 -0.03 0.87
C -5.106896 3.054124 5.717232 0.00 -0.01 -0.01 -0.42
H 3.909705 -2.196623 -5.511934 0.00 0.00 0.00 0.43
C -0.630348 -3.645764 -1.049404 0.12 -0.02 0.05 0.22
C -5.686899 3.488883 4.534027 0.01 -0.01 0.00 -0.58
C 2.698848 0.061689 -3.303344 0.02 -0.05 -0.01 -0.14
H -0.306259 -5.532464 -0.081576 0.00 0.00 0.01 0.43
H 2.240794 1.042486 -3.272514 0.01 0.01 0.00 0.43
H 7.131660 2.309758 -0.521739 0.00 0.00 0.00 0.41
C 3.480046 -1.934473 -2.166075 0.00 -0.01 -0.13 -0.46
C -0.737787 -5.023245 -0.931972 -0.05 -0.03 -0.07 -1.29
N -2.303721 -0.456732 -0.514301 0.04 -0.16 0.40 0.43
H 5.010410 1.440478 -1.419943 0.01 0.00 -0.01 0.35
C 4.269460 0.831410 0.512862 -0.03 0.02 -0.10 0.54
Pd -0.259284 -0.715946 0.409258 -0.48 -0.34 -0.67 -0.15
C -0.759670 3.602731 0.835539 0.04 0.00 0.04 -0.50
O -2.389810 -3.000998 -4.146110 0.00 0.04 0.01 -0.56
H 4.272006 -3.471660 -3.429320 0.00 0.00 0.00 0.43
C -5.422017 2.820714 3.351449 0.00 0.03 -0.01 -0.60
H 0.446732 3.813554 2.602667 -0.01 0.00 0.01 0.45
C 1.064143 1.663870 0.062263 -0.04 -0.17 -0.16 0.13
C 6.401100 1.878182 0.149190 -0.01 0.00 -0.01 -0.60
H -5.889375 3.152834 2.431996 0.00 0.00 0.00 0.34
C 1.230265 2.328311 1.282500 -0.07 0.01 -0.02 -0.71
H -1.468849 -6.816983 -1.858411 0.00 0.00 0.00 0.40
C -0.006132 1.981125 -0.777683 0.04 0.07 0.05 0.41
H 3.821892 0.274492 2.545088 -0.01 0.00 0.00 0.39
H -2.444929 -5.634781 -3.793343 0.01 0.00 -0.01 0.29
C -3.992958 1.286151 4.521318 0.01 -0.05 -0.01 -0.41
C 6.661461 1.803722 1.510289 0.00 0.00 0.01 -0.48
H -1.746709 3.205476 -1.025606 0.00 0.00 -0.01 0.48
C 5.732518 1.236792 2.371900 -0.01 0.00 0.01 -0.72
C -1.929266 -5.080637 -3.017028 -0.01 0.02 -0.01 -0.86
H 2.066040 2.095298 1.931008 0.01 -0.01 0.01 0.33
H -2.773661 -3.615874 -4.780264 0.00 0.01 0.00 0.35

=====

Entry 2:
74
Properties=species:S:1:pos:R:3:forces:R:3:mulliken_charge:R:1 method="wB97M-V/def2-TZVPD" spin_multiplicity=4 lumo_ev="3.739 / 3.678" total_charge=-2 homo_lumo_gap_ev="4.460 / 5.432" homo_energy_ev="-0.7 / -1.8" energy_ev=-74306.715
H 7.307582 -0.698615 -0.393622 0.00 0.00 -0.01 0.60
C 5.254695 0.556990 0.974266 -0.14 -0.18 -0.16 0.31
H -3.328575 0.304871 1.094582 -0.05 0.02 0.02 0.17
C 2.895551 -1.573369 2.668611 -0.06 -0.35 0.24 0.92
H -4.879102 -3.135043 -0.265535 0.00 0.01 0.00 0.39
H 1.207032 3.341015 -1.079827 0.00 -0.02 0.00 0.43
H -3.904548 0.365608 2.768130 0.01 -0.02 0.06 0.50
H -1.500996 -0.788706 -1.442173 0.05 -0.01 -0.06 0.37
C 5.214701 -0.645708 0.037719 0.14 0.07 0.10 0.46
C -4.334545 4.379148 1.505989 0.01 -0.04 0.07 -0.51
C 1.221312 1.245030 -1.662219 -0.01 0.26 0.26 1.19
H 2.881488 -2.651908 -1.066521 -0.02 0.00 0.01 0.49
H 1.034549 -0.707510 -2.602724 0.00 0.02 0.03 0.38
O 6.314462 1.107824 1.213727 0.04 0.07 0.06 -0.76
H -5.370869 0.073040 -3.061091 0.00 -0.01 0.00 0.38
S 0.640341 -1.766182 0.497722 0.07 -0.21 -0.09 -0.42
H -2.102471 3.959580 -1.009587 0.01 0.02 0.00 0.40
C -2.216983 -2.794604 0.232192 -0.05 0.23 -0.16 -1.72
H 4.161577 -3.087040 3.579476 0.00 0.00 0.02 0.44
C 1.896114 0.792959 -0.545415 -0.12 -0.51 -0.40 -0.29
S 0.753547 0.964908 2.239910 0.37 0.13 0.12 -0.32
C -4.455107 -2.327483 -0.854769 0.00 -0.05 -0.08 -0.40
O 2.236255 -1.613345 3.703229 -0.06 0.15 -0.21 -0.63
C 0.206073 3.059787 -2.948237 -0.02 0.04 0.00 -0.27
C -3.098820 0.000876 2.126675 -0.04 0.10 -0.05 -0.35
C 6.239835 -2.275026 -1.392517 -0.05 0.36 -0.23 0.15
C -2.566865 2.869493 2.163848 0.10 -0.03 0.01 0.61
C 0.798389 0.346178 -2.695225 -0.02 0.02 -0.06 -0.49
C -2.564482 3.863836 -0.034610 -0.01 0.00 0.00 -0.51
H -1.069016 2.495798 0.669255 0.03 0.03 -0.01 0.40
C -3.743556 4.541251 0.264081 0.03 -0.01 -0.06 -0.54
H -0.169030 0.101682 -4.566235 -0.01 0.02 0.01 0.36
C 0.120706 0.811775 -3.797146 -0.05 -0.05 -0.04 -0.40
H -3.899460 -1.943806 1.773738 0.00 -0.03 0.05 0.42
C -3.093380 -2.065168 -0.766741 0.03 -0.04 -0.04 0.59
C -1.948654 1.896678 3.151815 -0.01 0.16 -0.28 -1.54
H -2.733420 -3.679537 0.614217 -0.04 0.04 0.07 0.47
C -0.664945 0.074929 2.048022 -0.42 -0.58 -0.41 0.31
N -1.881274 -1.908268 1.337378 0.15 -0.44 0.00 0.11
N -1.853951 0.568576 2.582433 0.09 -0.04 0.39 -0.06
N 4.006147 -1.190857 -0.146978 -0.34 0.14 0.10 0.49
H -4.218607 3.391997 3.415847 -0.02 0.02 -0.01 0.32
H -2.941188 0.566669 -2.896115 0.03 -0.01 -0.05 0.48
C -3.372943 -0.258042 -2.343115 0.03 0.00 0.01 -0.47
C -0.200147 2.168660 -3.952787 0.03 -0.03 0.09 -0.70
C -2.986210 -1.502471 2.174779 0.04 0.05 -0.11 -1.13
C 7.476941 -2.894771 -2.089341 0.23 -0.81 1.05 0.42
C 3.881875 -2.255233 -0.943165 0.22 -0.02 -0.07 -0.46
H -1.295009 -3.133555 -0.231457 0.03 0.01 -0.02 0.56
C 0.894497 2.632272 -1.837955 0.00 -0.04 -0.04 -0.81
O 7.245739 -3.959034 -2.703134 -0.05 0.31 -0.38 -0.75
C -2.555383 -1.025134 -1.529257 -0.07 0.03 0.18 0.02
H 4.871851 -3.686663 -2.211435 0.00 0.01 0.00 0.48
C 6.346712 -1.160360 -0.568249 -0.02 -0.04 -0.01 -0.74
O 4.097611 0.888768 1.445051 0.09 -0.07 0.08 -0.70
O 8.563992 -2.359704 -1.800171 -0.09 0.24 -0.42 -0.72
H -2.854537 -1.850123 3.206085 0.05 0.04 -0.01 0.40
H 5.026699 -1.986369 2.461254 -0.02 0.00 0.04 0.21
C -5.275129 -1.570673 -1.685802 0.02 -0.02 0.02 -0.62
Tc 2.426996 -0.191348 0.906578 0.33 0.49 0.16 -0.18
C 4.974504 -2.819229 -1.573553 -0.10 -0.06 -0.01 -0.84
H -5.259267 4.893010 1.741183 0.00 0.00 0.00 0.35
H -4.202779 5.182163 -0.479101 0.00 0.00 0.01 0.38
H -0.948447 2.224403 3.425455 0.01 0.00 0.03 0.53
H 3.994919 -3.234590 1.800794 -0.03 0.01 0.03 0.15
C -4.734390 -0.531907 -2.426500 -0.01 0.03 -0.01 -0.52
H -2.548582 1.866335 4.068273 -0.07 -0.07 -0.05 0.44
H -0.730472 2.519745 -4.828440 0.00 0.00 0.00 0.38
C -3.748769 3.537732 2.448206 0.00 0.07 0.00 -0.45
H -0.017115 4.118286 -3.048831 -0.01 -0.01 0.00 0.41
C -0.708738 -1.156960 1.332500 -0.24 0.53 0.45 0.26
C 4.097249 -2.536454 2.638365 0.05 0.15 -0.20 -1.23
H -6.335820 -1.786311 -1.740763 0.01 0.00 -0.01 0.36
C -1.976360 3.039234 0.908959 -0.09 -0.08 0.03 0.03